Record 1
DFT (ωB97M-V/def2-TZVPD) results for C38H41InN3O3P2S2Se as an isolated structure at a distorted geometry.

Element x y z (Å)
In1 9.899 10.631 11.446
C1 9.209 8.792 13.974
C2 10.758 8.993 13.838
N1 11.054 10.316 13.268
C3 10.927 11.450 14.220
C4 9.502 11.975 14.487
S1 8.306 12.133 13.065
C5 6.996 10.892 13.414
C6 7.173 9.500 12.739
N2 8.558 9.038 12.646
H1 8.740 9.412 14.750
H2 8.965 7.723 14.315
H3 11.156 8.263 13.115
H4 11.176 8.867 14.862
H5 11.987 10.284 12.927
H6 11.553 12.223 13.776
H7 11.338 11.110 15.154
H8 9.552 12.993 14.919
H9 8.998 11.406 15.268
H10 6.066 11.370 13.078
H11 6.925 10.825 14.506
H12 6.718 9.520 11.681
H13 6.572 8.738 13.292
H14 8.528 8.118 12.110
O1 10.859 12.932 11.623
S2 12.008 12.811 10.704
O2 13.152 13.556 11.121
O3 12.099 11.378 10.462
C7 11.408 13.355 9.073
C8 12.203 14.312 8.470
C9 11.823 14.859 7.253
C10 10.689 14.398 6.630
C11 9.941 13.374 7.272
C12 10.256 12.858 8.545
P1 8.956 11.864 9.381
C13 8.344 10.573 8.293
C14 7.149 9.941 8.696
C15 6.747 8.781 8.090
C16 7.566 8.294 7.059
C17 8.724 8.884 6.657
C18 9.145 10.074 7.277
C19 7.725 13.214 9.616
C20 6.539 13.331 8.978
C21 5.824 14.568 9.050
C22 6.340 15.633 9.808
C23 7.486 15.386 10.559
C24 8.174 14.213 10.465
H15 13.051 14.674 9.011
H16 12.549 15.578 6.801
H17 10.365 14.749 5.665
H18 9.039 13.001 6.800
H19 6.548 10.313 9.571
H20 5.877 8.150 8.333
H21 7.298 7.404 6.572
H22 9.236 8.381 5.839
H23 10.107 10.499 6.965
H24 6.107 12.570 8.375
H25 4.893 14.733 8.453
H26 5.786 16.561 9.990
H27 7.897 16.196 11.159
H28 9.201 14.151 10.913
Se1 11.056 8.644 10.045
C25 10.106 7.231 10.736
N3 9.541 6.391 11.279
C26 15.789 9.486 13.242
P2 14.423 10.376 14.095
C27 13.823 9.075 15.258
C28 13.668 7.714 14.803
C29 12.896 6.796 15.594
C30 12.222 7.245 16.704
C31 12.426 8.553 17.188
C32 13.158 9.432 16.418
C33 15.445 11.259 15.344
C34 15.390 12.680 15.339
C35 16.120 13.402 16.270
C36 16.928 12.751 17.181
C37 16.939 11.357 17.182
C38 16.144 10.586 16.327
H29 16.376 8.894 13.958
H30 16.525 10.213 12.735
H31 15.379 8.939 12.394
H32 14.223 7.404 13.929
H33 12.800 5.754 15.359
H34 11.674 6.543 17.290
H35 11.901 8.872 18.129
H36 13.271 10.460 16.775
H37 14.818 13.180 14.552
H38 16.099 14.485 16.248
H39 17.488 13.276 17.931
H40 17.470 10.841 17.944
H41 16.109 9.503 16.322

Calculated values
Total charge ... +1
HOMO-LUMO gap ... 8.2 eV
E ... -161447.6628 eV
LUMO ... -2.460 eV
Relative energy (zero: lowest compared OMol25 entry of this formula, charge and spin) ... 8.9 kJ/mol

List of Mulliken charges in e, atom by atom:
1. In 0.513
2. C -1.289
3. C 0.573
4. N 0.140
5. C -0.512
6. C -1.225
7. S 0.243
8. C -0.928
9. C -0.520
10. N 0.111
11. H 0.200
12. H 0.409
13. H 0.551
14. H -0.600
15. H 0.385
16. H 0.358
17. H 0.497
18. H 0.699
19. H 0.499
20. H 0.548
21. H 0.498
22. H 0.051
23. H 0.540
24. H 0.149
25. O -0.697
26. S 1.383
27. O -0.698
28. O -0.598
29. C 0.067
30. C -0.630
31. C -0.518
32. C -0.986
33. C -0.383
34. C -0.308
35. P 1.645
36. C 0.481
37. C -0.293
38. C -1.233
39. C -0.504
40. C -0.880
41. C -0.326
42. C 1.025
43. C -0.527
44. C -0.577
45. C -0.776
46. C -0.794
47. C -0.489
48. H 0.629
49. H 0.355
50. H 0.462
51. H 0.505
52. H 0.443
53. H 0.398
54. H 0.450
55. H 0.420
56. H 0.385
57. H 0.558
58. H 0.373
59. H 0.376
60. H 0.469
61. H 0.222
62. Se -0.062
63. C 0.310
64. N -0.607
65. C -1.543
66. P 1.020
67. C 0.645
68. C -0.740
69. C -0.707
70. C -0.536
71. C -0.783
72. C -0.507
73. C 0.134
74. C -0.519
75. C -0.417
76. C -0.596
77. C -0.750
78. C -0.091
79. H 0.424
80. H 0.372
81. H 0.510
82. H 0.460
83. H 0.457
84. H 0.502
85. H 0.317
86. H 0.434
87. H 0.386
88. H 0.401
89. H 0.401
90. H 0.393
91. H 0.374


Record 2
DFT (ωB97M-V/def2-TZVPD) results for C38H41N4O8S4Sr as an isolated structure.

Element x y z (Å)
Sr1 0.305 -0.262 -0.251
O1 4.108 0.624 2.203
C1 3.110 0.641 1.324
O2 1.992 0.273 1.601
C2 3.530 1.208 -0.020
O3 2.777 0.671 -1.088
C3 3.449 -0.367 -1.845
C4 2.595 -1.644 -1.921
O4 2.559 -2.256 -2.973
O5 2.009 -1.923 -0.813
H1 3.747 0.308 3.047
H2 3.344 2.284 0.053
H3 4.601 1.056 -0.154
H4 3.650 0.008 -2.848
H5 4.393 -0.623 -1.360
S1 0.770 2.352 -7.283
C5 2.272 3.141 -7.468
C6 3.080 2.948 -6.390
C7 2.479 2.123 -5.406
C8 1.224 1.704 -5.757
C9 0.325 0.831 -4.997
C10 0.448 0.758 -3.595
N1 -0.294 -0.002 -2.823
C11 -1.246 -0.768 -3.401
C12 -1.474 -0.757 -4.780
C13 -2.519 -1.575 -5.328
C14 -3.282 -2.348 -4.531
C15 -3.059 -2.396 -3.112
C16 -3.832 -3.192 -2.252
C17 -3.558 -3.217 -0.904
C18 -2.473 -2.433 -0.457
N2 -1.750 -1.653 -1.229
C19 -2.037 -1.626 -2.551
C20 -4.332 -4.023 0.046
C21 -5.268 -4.980 -0.235
C22 -5.844 -5.552 0.927
C23 -5.337 -5.019 2.071
S2 -4.137 -3.849 1.748
C24 -0.657 0.061 -5.577
H6 2.474 3.716 -8.357
H7 4.072 3.364 -6.308
H8 2.975 1.820 -4.495
H9 1.196 1.369 -3.098
H10 -2.683 -1.555 -6.398
H11 -4.074 -2.958 -4.948
H12 -4.647 -3.773 -2.666
H13 -2.199 -2.448 0.591
H14 -5.539 -5.277 -1.238
H15 -6.601 -6.321 0.910
H16 -5.593 -5.263 3.089
H17 -0.798 0.061 -6.652
C25 -1.244 0.182 3.085
O6 -1.501 0.076 1.683
C26 -2.422 1.062 1.231
C27 -1.727 2.379 0.965
O7 -0.785 2.164 -0.076
C28 -0.049 3.341 -0.405
H18 -2.170 0.010 3.641
H19 -0.850 1.169 3.337
H20 -0.515 -0.582 3.334
H21 -3.226 1.199 1.960
H22 -2.855 0.682 0.303
H23 -1.214 2.750 1.859
H24 -2.474 3.122 0.662
H25 -0.731 4.146 -0.689
H26 0.581 3.097 -1.260
H27 0.577 3.648 0.436
S3 0.044 -2.703 1.860
C29 1.419 -3.670 1.956
N3 2.163 -4.055 0.916
C30 3.367 -4.738 1.379
C31 2.922 -5.221 2.763
N4 1.918 -4.208 3.095
H28 2.135 -3.449 0.083
H29 4.206 -4.039 1.453
H30 3.646 -5.554 0.718
H31 3.730 -5.242 3.490
H32 2.465 -6.212 2.703
H33 1.304 -4.297 3.886
C32 3.100 4.007 4.512
S4 1.978 2.951 3.590
O8 2.199 3.274 2.146
C33 0.453 3.752 4.070
C34 0.003 4.845 3.344
C35 -1.195 5.443 3.703
C36 -1.929 4.947 4.774
C37 -1.470 3.850 5.491
C38 -0.274 3.243 5.136
H34 2.966 5.037 4.185
H35 4.111 3.666 4.299
H36 2.883 3.906 5.575
H37 0.588 5.206 2.507
H38 -1.557 6.299 3.149
H39 -2.863 5.417 5.051
H40 -2.045 3.464 6.322
H41 0.087 2.376 5.678

Calculated values
Total charge ... +1
HOMO-LUMO gap ... 7.6 eV
E ... -106588.6418 eV
LUMO ... -2.434 eV
Relative energy (zero: lowest compared OMol25 entry of this formula, charge and spin) ... 21.3 kJ/mol

List of Mulliken charges in e, atom by atom:
1. Sr 1.424
2. O -0.562
3. C 0.557
4. O 0.028
5. C -1.142
6. O -0.024
7. C -0.567
8. C 0.595
9. O -0.737
10. O -0.767
11. H 0.532
12. H 0.262
13. H 0.463
14. H 0.157
15. H 0.638
16. S -0.142
17. C -0.426
18. C -0.626
19. C -0.273
20. C 0.078
21. C 0.597
22. C -0.864
23. N 0.821
24. C -0.756
25. C 0.843
26. C -1.098
27. C -1.018
28. C 0.919
29. C -0.753
30. C 0.349
31. C -0.744
32. N 1.183
33. C -0.590
34. C 0.471
35. C -0.503
36. C -0.625
37. C -0.429
38. S -0.028
39. C -0.776
40. H 0.440
41. H 0.393
42. H 0.312
43. H 0.269
44. H 0.458
45. H 0.451
46. H 0.408
47. H -0.016
48. H 0.364
49. H 0.407
50. H 0.429
51. H 0.509
52. C -0.601
53. O 0.465
54. C -1.274
55. C 0.356
56. O -0.007
57. C -0.552
58. H 0.302
59. H -0.135
60. H 0.227
61. H 0.475
62. H 0.154
63. H -0.404
64. H 0.441
65. H 0.334
66. H 0.132
67. H 0.007
68. S -0.255
69. C -0.114
70. N 0.081
71. C -0.516
72. C -0.548
73. N -0.186
74. H 0.155
75. H 0.284
76. H 0.378
77. H 0.314
78. H 0.297
79. H 0.280
80. C -1.235
81. S 0.705
82. O -0.634
83. C 0.228
84. C -0.305
85. C -0.662
86. C -0.530
87. C -0.625
88. C -0.305
89. H 0.340
90. H 0.431
91. H 0.412
92. H 0.436
93. H 0.443
94. H 0.428
95. H 0.426
96. H 0.467


Record 3
DFT (ωB97M-V/def2-TZVPD) results for C38H41N5O7PV as an isolated structure.

Element x y z (Å)
V1 0.189 -1.202 -0.626
O1 1.956 -0.495 -0.971
C1 3.094 -0.623 -0.352
C2 4.283 -0.235 -1.005
C3 5.505 -0.335 -0.380
C4 5.611 -0.812 0.930
C5 4.463 -1.180 1.591
C6 3.201 -1.105 0.979
C7 2.051 -1.452 1.781
N1 0.846 -1.516 1.363
C8 -0.253 -1.741 2.300
C9 -1.396 -2.397 1.522
N2 -1.523 -1.835 0.191
C10 -2.357 -0.721 0.022
C11 -2.884 -0.561 -1.374
C12 -4.232 -0.321 -1.594
C13 -4.735 -0.145 -2.875
C14 -3.860 -0.202 -3.952
C15 -2.510 -0.440 -3.755
C16 -1.995 -0.622 -2.467
O2 -0.701 -0.873 -2.304
H1 4.197 0.150 -2.013
H2 6.398 -0.031 -0.913
H3 6.575 -0.881 1.415
H4 4.519 -1.538 2.614
H5 2.255 -1.646 2.838
H6 -0.571 -0.765 2.679
H7 0.073 -2.348 3.151
H8 -2.329 -2.302 2.091
H9 -1.181 -3.464 1.427
H10 -3.165 -0.673 0.757
H11 -4.903 -0.273 -0.741
H12 -5.790 0.039 -3.029
H13 -4.234 -0.061 -4.959
H14 -1.822 -0.487 -4.589
C17 -0.610 7.763 -1.199
O3 0.058 7.955 0.035
C18 -0.348 7.209 1.093
C19 -1.399 6.299 1.052
C20 -1.720 5.560 2.184
C21 -1.005 5.735 3.359
C22 0.001 6.698 3.411
C23 0.348 7.412 2.285
N3 -1.277 5.069 4.601
N4 -1.517 3.857 4.679
C24 -1.476 3.001 3.524
C25 -2.615 2.332 3.183
C26 -2.661 1.488 2.055
C27 -1.534 1.275 1.304
O4 -1.470 0.504 0.205
C28 -0.306 1.911 1.683
N5 0.786 1.645 0.925
C29 1.918 2.207 1.255
C30 2.070 3.051 2.376
C31 0.981 3.326 3.149
C32 -0.272 2.769 2.803
H15 -0.125 8.427 -1.909
H16 -1.668 8.026 -1.123
H17 -0.515 6.731 -1.544
H18 -1.972 6.148 0.150
H19 -2.535 4.853 2.133
H20 0.512 6.866 4.351
H21 1.144 8.144 2.303
H22 -3.511 2.491 3.770
H23 -3.603 1.034 1.781
H24 2.773 1.982 0.626
H25 3.042 3.464 2.609
H26 1.067 3.960 4.021
C33 -2.209 -5.157 -2.866
C34 -1.455 -3.896 -2.528
O5 -0.072 -4.256 -2.254
P1 0.839 -3.440 -1.220
O6 2.285 -3.620 -1.887
C35 2.528 -2.887 -3.112
C36 2.573 -3.839 -4.284
O7 0.986 -4.388 0.050
C37 1.314 -5.790 -0.083
C38 0.132 -6.627 0.344
H27 -3.218 -4.901 -3.192
H28 -2.287 -5.818 -2.003
H29 -1.714 -5.697 -3.674
H30 -1.875 -3.388 -1.658
H31 -1.452 -3.193 -3.360
H32 3.477 -2.373 -2.970
H33 1.757 -2.123 -3.247
H34 3.349 -4.591 -4.138
H35 2.797 -3.287 -5.198
H36 1.616 -4.344 -4.408
H37 2.179 -5.960 0.558
H38 1.606 -6.003 -1.111
H39 -0.165 -6.377 1.363
H40 0.392 -7.686 0.311
H41 -0.716 -6.457 -0.318

Calculated values
Spin multiplicity ... 3
HOMO-LUMO gap (alpha / beta) ... 7.6 / 7.6 eV
<S²> ... 2.015
E ... -96833.2721 eV
LUMO (alpha / beta) ... 0.141 / 0.041 eV
Relative energy (zero: lowest compared OMol25 entry of this formula, charge and spin) ... 123.6 kJ/mol

List of Mulliken charges in e, atom by atom:
1. V 0.781
2. O -0.541
3. C 0.341
4. C -0.473
5. C -0.548
6. C -0.809
7. C -0.820
8. C 1.028
9. C -1.024
10. N 0.590
11. C -1.033
12. C -0.931
13. N 0.077
14. C -0.764
15. C 0.284
16. C -0.560
17. C -0.954
18. C -0.526
19. C -0.790
20. C -0.195
21. O -0.093
22. H 0.515
23. H 0.440
24. H 0.410
25. H 0.398
26. H 0.307
27. H -0.024
28. H 0.691
29. H 0.555
30. H 0.232
31. H 1.345
32. H 0.395
33. H 0.404
34. H 0.408
35. H 0.516
36. C -0.816
37. O -0.456
38. C 0.923
39. C -0.368
40. C -0.480
41. C -0.103
42. C -0.169
43. C -0.699
44. N -0.343
45. N -0.650
46. C -0.202
47. C -1.149
48. C -0.430
49. C -0.008
50. O -0.215
51. C 0.934
52. N -0.321
53. C -0.304
54. C -1.243
55. C -0.604
56. C 1.237
57. H 0.236
58. H 0.330
59. H 0.337
60. H 0.403
61. H 0.496
62. H 0.452
63. H 0.439
64. H 0.383
65. H 0.584
66. H 0.562
67. H 0.434
68. H 0.564
69. C -1.484
70. C 0.472
71. O -0.322
72. P 1.359
73. O -0.489
74. C -0.011
75. C -1.423
76. O -0.274
77. C -0.321
78. C -0.913
79. H 0.456
80. H 0.254
81. H 0.300
82. H -0.083
83. H 0.194
84. H 0.362
85. H 0.147
86. H 0.332
87. H 0.420
88. H 0.245
89. H 0.385
90. H 0.280
91. H 0.279
92. H 0.429
93. H 0.023


Question: Which value of E does entry 1 give?
Answer: -161447.6628 eV


Question: relative energy (zero: lowest compared OMol25 entry of this formula, charge and spin) of number 3 (C38H41N5O7PV)?
Answer: 123.6 kJ/mol